No. 1
Here is a structure of composition C45H51CrN3O5P3S2 from OMol25. Energies are from ωB97M-V/def2-TZVPD.

Results
* 2S+1: 2
* maximum force: 0.0077 hartree/bohr
* total energy: -140150.9403 eV
* charge: +2
* HOMO energy (alpha / beta): -13.608 / -13.572 eV

Structure (XYZ):
```
110
C45H51CrN3O5P3S2 | OMol25 | ωB97M-V/def2-TZVPD
Cr -0.307 0.141 0.006
O 0.848 -1.514 2.719
S 1.173 -1.240 1.321
C 1.259 -2.804 0.467
C 1.540 -3.936 1.218
C 1.547 -5.169 0.586
C 1.255 -5.257 -0.770
C 0.953 -4.119 -1.502
C 0.948 -2.869 -0.889
P 0.594 -1.322 -1.798
C -0.581 -1.806 -3.090
C -1.932 -1.546 -2.852
C -2.886 -1.931 -3.781
C -2.502 -2.571 -4.952
C -1.161 -2.837 -5.192
C -0.201 -2.460 -4.264
C 2.208 -1.025 -2.606
C 3.370 -1.365 -1.912
C 4.622 -1.154 -2.474
C 4.735 -0.611 -3.744
C 3.587 -0.286 -4.452
C 2.336 -0.490 -3.889
C 2.831 -0.592 1.308
C 3.884 -1.354 1.795
C 5.115 -0.749 1.975
C 5.275 0.610 1.707
C 4.210 1.363 1.242
C 2.975 0.756 1.012
P 1.530 1.695 0.442
C 2.048 2.551 -1.077
C 1.220 3.539 -1.618
C 1.594 4.214 -2.769
C 2.786 3.895 -3.411
C 3.602 2.902 -2.892
C 3.241 2.237 -1.728
C 1.278 2.905 1.747
C 1.079 2.379 3.027
C 0.888 3.231 4.099
C 0.885 4.607 3.902
C 1.087 5.129 2.634
C 1.286 4.283 1.552
H 1.717 -3.847 2.283
H 1.765 -6.065 1.152
H 1.252 -6.224 -1.255
H 0.704 -4.206 -2.551
H -2.241 -1.052 -1.938
H -3.933 -1.735 -3.587
H -3.250 -2.870 -5.676
H -0.860 -3.347 -6.098
H 0.840 -2.687 -4.454
H 3.317 -1.824 -0.936
H 5.509 -1.439 -1.921
H 5.710 -0.464 -4.191
H 3.660 0.112 -5.457
H 1.465 -0.277 -4.491
H 3.742 -2.399 2.046
H 5.950 -1.327 2.350
H 6.233 1.083 1.878
H 4.330 2.425 1.060
H 0.286 3.786 -1.130
H 0.962 5.002 -3.159
H 3.079 4.428 -4.307
H 4.532 2.648 -3.384
H 3.891 1.465 -1.341
H 1.062 1.307 3.187
H 0.740 2.821 5.090
H 0.737 5.272 4.742
H 1.103 6.201 2.483
H 1.478 4.711 0.579
N -0.129 1.302 -3.373
N -1.155 2.235 -3.407
C -1.937 2.463 -2.355
N -2.930 3.334 -2.521
S -1.791 1.798 -0.784
H 0.755 1.760 -3.572
H -0.329 0.567 -4.040
H -1.347 2.720 -4.274
H -3.138 3.762 -3.409
H -3.517 3.558 -1.735
C -3.950 1.142 3.746
C -4.396 1.087 2.294
C -5.818 0.583 2.156
C -4.214 2.434 1.624
O -3.575 0.106 1.501
P -2.110 -0.334 1.783
O -1.585 -1.146 0.543
O -1.122 0.824 1.779
O -2.036 -1.171 3.077
C -2.543 -2.556 3.383
C -2.272 -2.686 4.867
C -1.742 -3.567 2.582
C -4.024 -2.645 3.071
H -4.567 1.877 4.264
H -2.910 1.461 3.835
H -4.076 0.185 4.248
H -6.504 1.293 2.621
H -5.941 -0.381 2.644
H -6.087 0.482 1.104
H -4.854 3.167 2.117
H -4.505 2.371 0.574
H -3.178 2.768 1.693
H -1.207 -2.580 5.069
H -2.598 -3.669 5.212
H -2.819 -1.928 5.429
H -0.683 -3.467 2.810
H -1.895 -3.440 1.511
H -2.071 -4.570 2.857
H -4.602 -1.971 3.701
H -4.359 -3.663 3.277
H -4.236 -2.430 2.024
```

No. 2
Here is a cluster of 5 separate species, C28H58BN6O3P in total from OMol25. Energies are from ωB97M-V/def2-TZVPD.

Results
* 2S+1: 1
* maximum force: 0.0276 hartree/bohr
* total energy: -55025.7494 eV
* charge: 0
* HOMO energy: -8.640 eV

Structure (XYZ):
```
97
C28H58BN6O3P | OMol25 | ωB97M-V/def2-TZVPD
C 2.010 -5.015 -2.450
C 2.923 -3.792 -2.635
C 2.618 -2.962 -3.884
C 1.355 -2.119 -3.794
O 0.202 -2.886 -3.994
P -1.340 -2.029 -3.810
C -3.075 -1.190 -3.829
C -4.183 -2.111 -4.349
C -4.532 -3.242 -3.357
C -4.126 -4.644 -3.819
N -4.286 -5.641 -2.761
C -3.218 -6.095 -2.005
C -1.906 -6.294 -2.720
O -3.379 -6.386 -0.852
B -1.261 -2.181 -1.855
O -1.267 -3.475 -1.405
N -1.291 -1.081 -0.958
C -2.249 -1.207 0.158
C -1.218 0.280 -1.483
H 1.054 -4.868 -2.954
H 1.799 -5.205 -1.395
H 2.477 -5.919 -2.851
H 3.963 -4.126 -2.690
H 2.859 -3.139 -1.757
H 2.514 -3.620 -4.755
H 3.461 -2.293 -4.090
H 1.407 -1.310 -4.546
H 1.322 -1.619 -2.803
H -1.843 -3.113 -4.546
H -0.749 -0.935 -4.481
H -3.349 -0.917 -2.801
H -3.043 -0.254 -4.397
H -3.913 -2.540 -5.324
H -5.076 -1.505 -4.530
H -4.075 -3.038 -2.380
H -5.614 -3.262 -3.188
H -4.750 -4.930 -4.672
H -3.098 -4.662 -4.176
H -5.008 -5.373 -2.097
H -1.457 -5.335 -2.988
H -1.227 -6.802 -2.038
H -2.044 -6.873 -3.636
H -0.923 -3.559 -0.503
H -3.152 -1.758 -0.123
H -2.543 -0.205 0.474
H -1.806 -1.722 1.014
H -2.202 0.716 -1.685
H -0.720 0.929 -0.754
H -0.623 0.290 -2.400
C -2.690 4.519 1.543
C -4.163 4.245 1.816
C -4.495 2.753 1.695
C -4.278 2.243 0.341
N -4.106 1.843 -0.722
H -2.423 4.250 0.519
H -2.458 5.575 1.680
H -2.075 3.934 2.226
H -4.802 4.817 1.140
H -4.417 4.554 2.832
H -5.533 2.553 1.966
H -3.862 2.179 2.376
C 3.737 1.400 -2.919
C 2.250 1.465 -2.598
C 1.732 2.899 -2.449
C 2.370 3.603 -1.337
N 2.889 4.154 -0.473
H 4.333 1.841 -2.119
H 4.058 0.366 -3.045
H 3.962 1.937 -3.843
H 2.043 0.910 -1.680
H 1.680 0.983 -3.395
H 0.653 2.906 -2.282
H 1.919 3.467 -3.362
C 2.561 4.924 3.066
C 1.883 5.327 4.367
C 1.307 4.126 5.124
C 0.248 3.460 4.365
N -0.576 2.935 3.762
H 1.860 4.448 2.378
H 2.980 5.790 2.557
H 3.376 4.224 3.259
H 1.077 6.038 4.167
H 2.600 5.821 5.021
H 0.890 4.441 6.083
H 2.092 3.401 5.338
C 3.810 1.471 8.742
C 5.114 1.297 7.975
C 5.800 2.633 7.664
C 4.980 3.481 6.799
N 4.330 4.148 6.127
H 3.085 2.046 8.163
H 3.363 0.504 8.970
H 3.977 1.994 9.686
H 4.932 0.763 7.041
H 5.813 0.692 8.555
H 6.759 2.473 7.169
H 6.000 3.183 8.586
```

No. 3
Here is a cluster of 2 separate species, C5H8O2 in total from OMol25. Energies are from ωB97M-V/def2-TZVPD.

Results
* 2S+1: 1
* maximum force: 0.0137 hartree/bohr
* total energy: -9403.3143 eV
* charge: 0
* HOMO energy: -8.659 eV

Structure (XYZ):
```
15
C5H8O2 | OMol25 | ωB97M-V/def2-TZVPD
O 2.465 0.452 0.260
C 1.605 -0.665 0.421
C 0.399 -0.449 1.226
C -0.846 0.908 -0.244
C -2.243 0.296 -0.540
C -1.104 -0.599 -0.500
O -0.689 -1.604 -1.004
H 3.116 0.227 -0.416
H 2.071 -1.460 1.047
H 1.367 -1.145 -0.537
H 0.595 0.433 1.867
H -0.780 1.397 0.724
H -0.340 1.460 -1.033
H -2.650 0.443 -1.539
H -2.965 0.305 0.268
```

No. 4
Here is a cluster of 2 separate species, C3H10NO2 in total from OMol25. Energies are from ωB97M-V/def2-TZVPD.

Results
* 2S+1: 2
* maximum force: 0.0738 hartree/bohr
* total energy: -8852.5716 eV
* charge: -2
* HOMO energy (alpha / beta): 4.418 / 0.385 eV

Structure (XYZ):
```
16
C3H10NO2 | OMol25 | ωB97M-V/def2-TZVPD
C -1.214 0.506 -0.852
N 0.101 0.095 -0.365
C 0.016 -0.956 0.632
C -0.115 -0.318 2.115
O 0.268 1.007 2.095
H -1.878 -0.321 -1.043
H -1.073 1.054 -1.809
H -1.950 1.114 -0.278
H 0.622 0.890 0.128
H 0.980 -1.545 0.415
H -0.823 -1.634 0.457
H 0.550 -0.881 2.736
H -1.211 -0.335 2.192
H 2.206 -0.201 -1.840
H 1.328 0.945 -2.177
O 2.196 0.580 -2.407
```

Which of these has the highest maximum force? C3H10NO2